Entry from the Open Molecules 2025 dataset: a molecular structure, C52H63CeIN8O3 (the ωB97M-V functional and the def2-TZVPD basis).

Positions of all 128 atoms, in Å:
Ce (0.543, 0.093, -0.664)
C (-4.208, 4.444, -2.086)
C (-4.013, 3.165, -2.914)
C (-2.618, 2.647, -2.783)
C (-1.532, 2.951, -3.565)
C (-1.483, 3.808, -4.790)
C (-1.013, 5.235, -4.472)
C (-0.384, 2.332, -2.945)
N (-0.787, 1.621, -1.846)
C (-2.136, 1.810, -1.706)
C (-2.916, 1.290, -0.667)
C (-2.496, 0.684, 0.520)
C (-3.346, 0.320, 1.634)
C (-4.839, 0.386, 1.621)
C (-5.376, 1.784, 1.961)
C (-2.519, -0.084, 2.648)
C (-1.163, 0.038, 2.158)
C (-0.003, -0.160, 2.906)
C (1.320, 0.061, 2.524)
N (1.714, 0.466, 1.280)
C (3.079, 0.543, 1.272)
C (3.851, 0.926, 0.173)
C (3.427, 1.415, -1.066)
N (2.120, 1.598, -1.420)
C (2.099, 2.142, -2.674)
C (0.938, 2.487, -3.362)
C (3.457, 2.303, -3.149)
C (4.283, 1.838, -2.156)
C (5.774, 1.739, -2.162)
C (6.449, 2.928, -1.464)
C (3.836, 2.905, -4.463)
C (3.948, 4.433, -4.361)
C (3.584, 0.167, 2.577)
C (2.493, -0.117, 3.357)
C (2.466, -0.486, 4.805)
C (2.249, 0.752, 5.687)
C (5.028, 0.157, 2.962)
C (5.548, 1.577, 3.230)
N (-1.188, 0.445, 0.851)
C (-2.886, -0.508, 4.033)
C (-2.800, 0.662, 5.024)
H (-5.235, 4.797, -2.159)
H (-3.550, 5.232, -2.448)
H (-3.973, 4.260, -1.037)
H (-4.223, 3.376, -3.964)
H (-4.728, 2.409, -2.583)
H (-2.474, 3.844, -5.243)
H (-0.807, 3.354, -5.519)
H (-1.706, 5.721, -3.787)
H (-0.954, 5.828, -5.383)
H (-0.030, 5.222, -4.000)
H (-3.980, 1.473, -0.751)
H (-5.238, -0.331, 2.340)
H (-5.203, 0.096, 0.633)
H (-5.133, 2.054, 2.988)
H (-6.459, 1.810, 1.850)
H (-4.943, 2.538, 1.303)
H (-0.149, -0.477, 3.932)
H (4.923, 0.865, 0.310)
H (1.077, 2.996, -4.307)
H (6.126, 1.689, -3.194)
H (6.077, 0.813, -1.668)
H (6.219, 3.859, -1.980)
H (7.530, 2.799, -1.463)
H (6.105, 3.020, -0.432)
H (3.091, 2.647, -5.218)
H (4.791, 2.497, -4.796)
H (3.004, 4.864, -4.025)
H (4.205, 4.867, -5.326)
H (4.720, 4.710, -3.645)
H (3.407, -0.965, 5.078)
H (1.668, -1.207, 4.992)
H (3.069, 1.458, 5.563)
H (2.199, 0.467, 6.737)
H (1.322, 1.261, 5.420)
H (5.615, -0.304, 2.164)
H (5.164, -0.449, 3.858)
H (5.408, 2.210, 2.353)
H (6.608, 1.560, 3.479)
H (5.005, 2.029, 4.059)
H (-2.223, -1.311, 4.366)
H (-3.902, -0.905, 4.040)
H (-1.803, 1.105, 5.009)
H (-3.011, 0.316, 6.035)
H (-3.520, 1.437, 4.764)
O (1.548, -0.892, -2.713)
H (2.393, -0.614, -3.090)
H (1.007, -1.317, -3.437)
O (-1.390, -1.238, -1.722)
H (-2.137, -0.930, -1.179)
H (-1.464, -0.731, -2.552)
O (1.651, -2.107, -0.044)
H (2.384, -2.218, 0.575)
H (0.885, -2.642, 0.331)
C (-2.407, -4.473, -0.513)
C (-1.169, -3.856, -0.482)
N (-0.689, -3.262, 0.615)
C (-1.415, -3.305, 1.730)
C (-2.664, -3.913, 1.809)
C (-3.171, -4.483, 0.643)
C (-3.442, -3.923, 3.058)
C (-2.963, -4.165, 4.277)
C (-1.585, -4.568, 4.616)
C (-0.881, -5.544, 3.914)
C (0.382, -5.862, 4.383)
N (0.924, -5.258, 5.436)
C (0.173, -4.344, 6.037)
N (-1.054, -3.979, 5.691)
H (-2.768, -4.934, -1.422)
H (-0.536, -3.818, -1.358)
H (-0.983, -2.813, 2.593)
H (-4.149, -4.949, 0.655)
H (-4.498, -3.702, 2.940)
H (-3.616, -4.064, 5.136)
H (-1.316, -6.050, 3.064)
H (0.986, -6.629, 3.911)
H (0.601, -3.852, 6.903)
I (-2.022, -0.255, -5.084)
C (-1.435, -2.287, -5.001)
C (-2.284, -3.279, -5.461)
C (-1.866, -4.596, -5.338)
C (-0.635, -4.871, -4.764)
C (0.151, -3.806, -4.364)
N (-0.243, -2.532, -4.475)
H (-3.235, -3.035, -5.910)
H (-2.501, -5.398, -5.692)
H (-0.284, -5.885, -4.638)
H (1.131, -3.956, -3.925)

Forces on the atoms, in the same order (eV/Å):
Ce 0.5744 -0.4068 0.0428
C -0.0145 -0.1062 -0.0905
C 0.0692 0.0749 0.1177
C 0.1036 -0.1198 -0.0074
C 0.0056 -0.1444 0.0992
C 0.1021 0.1162 0.1976
C -0.0413 -0.1066 -0.0744
C 0.0820 0.1587 -0.2201
N 0.4287 -0.0237 0.6468
C -0.1930 -0.0284 0.0022
C 0.0098 0.0935 0.0764
C -0.2685 0.1107 -0.1646
C 0.1489 -0.2285 -0.0819
C -0.0175 0.2451 0.0463
C 0.0310 -0.0822 -0.0228
C 0.0430 -0.0055 -0.1063
C 0.0553 -0.0766 0.2323
C 0.0647 0.0220 0.0061
C -0.1064 -0.0920 0.1707
N -0.5448 0.4138 -0.5159
C 0.2880 0.0619 -0.0701
C -0.0146 -0.0959 0.0632
C 0.2761 -0.0597 0.1074
N -0.7543 -0.1844 0.4902
C -0.0549 0.1927 -0.3268
C 0.0104 -0.0026 0.0844
C -0.0949 -0.1492 0.0976
C -0.1532 -0.2118 -0.0453
C 0.0136 0.2522 0.1438
C -0.0448 -0.0956 -0.0689
C -0.0073 0.2220 0.0790
C -0.0025 -0.1162 -0.0206
C -0.1019 -0.1266 -0.0615
C -0.0122 -0.1266 -0.1366
C -0.0517 0.2193 0.0242
C 0.0225 -0.1067 -0.0188
C -0.0356 0.2689 0.0107
C -0.0290 -0.1073 -0.0312
N 0.6292 0.3529 -0.4342
C 0.0636 0.2621 0.1169
C -0.0072 -0.1411 -0.0726
H -0.0024 0.0062 0.0215
H 0.0050 0.0389 0.0425
H -0.0180 0.0427 0.0231
H -0.0656 -0.0584 -0.0002
H -0.0217 -0.0261 -0.1021
H 0.0281 -0.0284 -0.0624
H -0.0669 0.0015 -0.0588
H 0.0109 0.0454 0.0035
H 0.0080 0.0316 0.0182
H 0.0160 0.0434 -0.0049
H -0.0053 -0.0105 0.0331
H -0.0058 -0.0586 -0.0645
H -0.0274 -0.0874 0.0390
H 0.0196 0.0315 -0.0058
H -0.0022 0.0241 0.0156
H -0.0204 0.0374 0.0157
H -0.0165 -0.0119 -0.0023
H 0.0011 0.0201 0.0039
H 0.0171 -0.0085 -0.0078
H -0.0013 -0.0866 0.0076
H 0.0229 -0.0301 -0.0851
H -0.0014 0.0244 0.0330
H 0.0053 0.0299 0.0426
H 0.0363 0.0353 0.0186
H 0.0569 -0.0683 -0.0333
H -0.0345 -0.0602 -0.0194
H 0.0159 0.0598 -0.0017
H -0.0143 0.0101 -0.0009
H -0.0174 0.0521 0.0101
H -0.0345 -0.0700 -0.0057
H 0.0560 -0.0704 -0.0099
H -0.0116 0.0294 0.0127
H -0.0111 0.0283 0.0104
H -0.0070 0.0231 0.0293
H 0.0225 -0.0537 0.0485
H 0.0111 -0.0747 -0.0540
H 0.0295 0.0536 0.0207
H -0.0002 0.0102 0.0054
H 0.0206 0.0408 0.0000
H -0.0647 -0.0522 -0.0157
H 0.0370 -0.0874 -0.0337
H -0.0086 0.0495 0.0497
H 0.0039 0.0384 0.0156
H 0.0255 0.0426 0.0252
O -0.6638 -0.3016 -0.5722
H -0.0428 0.0462 -0.0657
H 0.2379 0.0315 0.2809
O 0.4708 0.3041 0.1960
H -0.1142 -0.1400 -0.1498
H -0.3128 -0.1684 -0.1400
O -0.2883 0.0921 0.0790
H 0.0592 0.1154 -0.0544
H -0.1540 -0.0754 0.0140
C -0.0013 0.0268 0.0110
C -0.0891 -0.1240 0.0594
N 0.1315 -0.0805 -0.1316
C -0.0053 0.1289 -0.0022
C 0.0040 -0.0557 -0.1529
C 0.1209 0.0395 0.0534
C -0.0110 -0.0067 0.0763
C -0.1538 0.0376 -0.0599
C 0.3089 -0.1980 0.0041
C -0.0752 0.0468 0.1320
C -0.0370 0.0085 -0.0473
N 0.1166 0.0325 0.0600
C 0.0490 -0.0607 -0.0561
N -0.1635 0.2209 -0.0135
H 0.0302 0.0092 -0.0143
H -0.0169 -0.0248 -0.0757
H -0.0547 -0.0229 0.0374
H -0.0056 -0.0085 -0.0173
H -0.0106 0.0057 0.0958
H -0.0411 -0.0083 -0.0268
H 0.0127 -0.0377 0.0054
H -0.0442 -0.0002 -0.0450
H -0.0157 -0.0134 0.0072
I 0.1345 -0.3164 0.0672
C 0.1984 0.0021 0.0084
C -0.0686 0.0423 -0.0801
C -0.0440 0.0067 -0.0057
C 0.0617 -0.0092 -0.0214
C -0.0638 0.1076 0.0649
N 0.1154 0.3529 0.2569
H -0.0142 0.0216 0.0215
H -0.0104 0.0002 0.0134
H 0.0151 0.0023 -0.0453
H -0.0268 -0.0582 -0.0294

Net charge: +2
Calculated total energy, Eh: -3455.597606
Energy above the lowest of the compared OMol25 structures with the same formula, charge and spin, kcal/mol: 0.0
Maximum force, eV/Å: 0.927
Orbital gap, eV: 5.0